No. 1
Entry from the OMol25 dataset: a cluster of 9 separate species, C33H67O25 in total (ωB97M-V with the def2-TZVPD basis set).

Values from the calculation:
- total charge = -1
- multiplicity = 1
- M (g mol⁻¹) = 863.87
- E_LUMO (eV) = 2.41
- frontier orbital gap (eV) = 5.675
- relative energy (zero: lowest compared OMol25 entry of this formula, charge and spin) (eV) = 2.9064

Last column: Mulliken charge in e.
Positions of all 125 atoms, in Å:
O (-4.2687, -3.5574, 3.7933)  -0.568
C (-7.3364, 2.5415, -3.6337)  -0.131
H (-1.5420, 3.6599, 2.6966)  0.300
H (2.6651, 2.1202, -4.1473)  0.085
H (-3.8420, -6.7797, 5.6847)  0.241
H (3.8661, -4.0818, 1.9404)  0.373
H (-1.4587, -3.4044, 1.5054)  0.663
C (4.0304, -1.3967, 4.8700)  0.949
C (-3.2141, -4.0045, 4.1401)  0.679
H (-1.7302, -1.6296, 1.1219)  -1.307
C (2.1306, 3.1227, -1.6759)  0.602
C (5.1123, 1.5049, 0.8676)  0.796
H (-7.4428, 2.7934, -5.7480)  0.299
C (3.1809, 2.9426, -3.6689)  -0.481
H (-2.0323, 2.0258, 0.8227)  -0.435
C (4.7770, -0.8478, 6.9736)  -0.727
C (-0.3204, 0.4764, -4.1555)  0.596
H (0.6453, -1.9881, -4.8015)  -0.246
O (4.1596, -1.7820, 6.1193)  -0.396
O (-5.4867, 1.8661, -1.9483)  -0.525
H (-3.2256, 0.5269, -1.8703)  -0.023
H (-4.8902, -5.3874, 5.7765)  0.292
H (1.2149, -6.4534, -5.1940)  0.308
O (-6.6175, 1.3041, -3.7516)  -0.359
H (6.1919, 4.8162, -0.7414)  0.362
O (0.6311, 0.5779, -3.4519)  -0.344
H (-1.7085, -0.5564, 0.9565)  0.702
H (1.8567, 0.6741, 3.6358)  -0.688
O (-1.3834, 1.3099, -4.1724)  -0.335
C (1.8380, -6.1029, -4.3682)  -1.334
H (1.3721, -0.8404, 4.4286)  0.252
O (2.4096, 2.0514, -1.3864)  -0.048
H (-1.5749, -3.3454, 0.1583)  -0.289
C (3.0466, -3.3697, 2.0178)  -1.611
C (-2.8391, 2.4531, 1.4264)  -0.408
H (6.2879, 1.8114, -1.2661)  0.276
H (5.7744, 3.9525, -2.2115)  0.323
H (1.4784, 0.6783, 5.3310)  0.367
C (-1.9136, -2.2364, 3.2126)  0.342
H (-1.6651, -2.1422, -1.1785)  0.016
H (2.1811, -3.7538, 2.5751)  0.327
C (-2.0107, -2.4910, 1.7235)  -0.606
H (3.4937, 0.6217, 3.4346)  0.631
C (-0.4640, 1.6430, 3.6140)  0.395
H (4.6521, 3.9095, -0.8967)  -0.023
O (-1.7604, 1.7171, 3.4143)  -0.330
C (-3.7190, -0.2188, -2.4952)  -0.319
C (-4.1885, -5.9202, 5.1212)  -0.669
O (0.3033, -2.7967, -2.4209)  -0.451
H (2.6459, 4.5764, 1.4216)  0.274
H (2.8704, -6.0580, -4.7009)  0.381
C (1.5630, 4.4975, 1.3772)  -1.498
O (-4.8231, 0.2095, -3.3005)  -0.356
C (6.4755, 2.6938, -0.6387)  -0.285
H (2.0682, -4.2152, -3.3731)  0.316
H (4.0279, 2.5597, -3.0986)  0.155
H (4.0536, -0.1145, 7.3422)  0.270
H (-0.6667, 0.7516, 1.5919)  -2.149
H (-2.5534, 3.8431, -4.5515)  0.434
C (-0.7123, -0.0435, 0.7958)  3.163
H (-0.0068, 3.3943, 0.4149)  -0.209
C (3.4767, -2.1029, 2.7113)  1.310
C (-1.8606, -3.1630, -0.8746)  -0.101
O (1.4782, 3.9599, -0.9207)  -0.400
H (4.4253, -1.7352, 2.3156)  0.363
C (1.0837, 3.4782, 0.3607)  0.847
O (4.2000, -0.2990, 4.4675)  -0.555
H (-2.6195, -1.4784, 3.5468)  0.408
O (0.1460, -4.9137, -3.1836)  -0.373
H (-3.0492, -2.6725, 1.4203)  0.480
H (-1.7034, 2.0852, -2.2012)  -0.406
C (-2.2899, 2.8765, 2.7823)  -0.288
H (1.4600, 2.4615, 0.5097)  0.010
C (-2.7304, 3.1862, -3.6963)  -1.487
O (6.1165, 2.3341, 0.6800)  -0.442
H (0.2072, -1.8158, -6.4615)  0.281
H (1.7453, -6.7952, -3.5352)  0.325
O (-3.0614, -5.1767, 4.7695)  -0.350
O (4.6060, 0.8467, 0.0598)  -0.523
H (-3.0769, 3.8382, -2.8917)  0.393
H (-3.2708, 3.2770, 0.8642)  0.462
C (3.5688, 0.8148, 2.3664)  -0.239
H (-8.0093, 2.4190, -2.7806)  0.264
C (5.7170, 3.9088, -1.1174)  -0.741
H (7.5558, 2.8236, -0.6951)  0.348
C (1.1912, 0.2283, 4.3738)  0.559
H (-0.9177, -1.8660, 3.4373)  -0.312
H (1.4399, -0.7559, -5.8594)  0.325
H (-3.1464, 3.1870, 3.3785)  0.299
C (-1.5237, 2.3846, -3.2365)  0.750
H (-3.5425, 1.6378, 1.5910)  0.328
H (-0.6117, 2.9893, -3.2656)  0.311
H (2.6437, -3.1844, 1.0253)  0.364
H (-2.9503, -3.2702, -0.8087)  0.389
H (-0.8340, 0.4802, -0.1946)  -0.533
H (1.1054, 4.3485, 2.3472)  0.339
H (-6.7268, 3.4281, -3.4848)  0.324
H (2.7503, -1.2988, 2.5925)  -0.744
O (-0.4994, -0.3484, -5.1906)  -0.378
H (-3.8961, -1.0918, -1.8726)  0.506
H (-8.8511, 3.4753, -4.9001)  0.378
H (-4.8040, -6.2109, 4.2668)  0.288
H (2.6458, 1.2671, 2.0153)  -0.379
O (-1.3194, -4.1803, -1.7170)  -0.469
O (3.6285, -2.3881, 4.1393)  -0.365
H (3.6845, -0.1579, 1.8899)  0.242
C (-5.6261, 1.1672, -2.8862)  0.707
C (1.3130, -4.7466, -3.9604)  0.113
O (-0.1866, 0.4729, 4.1199)  -0.403
C (-8.1348, 2.6459, -4.9157)  -1.233
O (0.3766, 2.4279, 3.3470)  -0.614
O (0.3644, -0.8277, 0.8333)  -0.792
H (-3.5305, 2.5005, -3.9755)  0.178
C (-0.2227, -3.8590, -2.4321)  0.712
O (2.2950, 3.6744, -2.8672)  -0.376
C (0.5029, -1.2400, -5.5833)  -0.186
H (1.1524, -4.0718, -4.8025)  0.122
H (1.1689, 5.4481, 0.9977)  0.412
H (3.6312, 3.6773, -4.3343)  0.293
O (-2.0096, -3.4741, 3.9423)  -0.341
H (-2.9536, -0.4455, -3.2379)  0.200
H (5.1283, -1.3637, 7.8656)  0.257
O (4.7015, 1.6154, 2.0895)  -0.509
H (-8.7654, 1.7948, -5.1760)  0.311
H (5.6075, -0.3353, 6.4950)  0.320

Forces on atoms 1 to 2 (eV/Å):
-0.6 0.3 0.0
-1.6 -0.9 -0.1

No. 2
Entry from the OMol25 dataset: a cluster of 3 separate species, C33H68BClN2O7P in total (ωB97M-V with the def2-TZVPD basis set).

Values from the calculation:
- total charge = +1
- multiplicity = 1
- M (g mol⁻¹) = 682.15
- E_LUMO (eV) = -3.98
- frontier orbital gap (eV) = 6.371

Last column: Mulliken charge in e.
Positions of all 113 atoms, in Å:
H (0.6742, 4.3581, -3.1595)  0.321
C (0.3714, -5.6262, -2.5542)  -1.080
N (-4.1265, 0.7572, -3.9626)  -0.406
H (2.4041, 4.1005, -3.8890)  0.242
Cl (-2.6682, 1.1493, 1.9762)  0.008
C (-0.2285, -1.7277, 0.2982)  -0.462
H (0.6898, 1.0098, -4.2852)  0.324
H (-2.7116, 4.0175, -3.6551)  0.298
H (-2.3173, -1.3549, 4.7795)  0.294
B (-3.2890, -1.3019, 2.9467)  0.766
C (-3.0926, 3.0459, -3.0596)  0.097
H (4.9513, 6.7849, 3.4640)  0.335
H (0.6392, -1.5796, -0.4825)  0.155
H (2.8782, -4.9087, -5.5308)  0.364
H (-0.3048, 2.5460, -3.8659)  0.214
C (-1.6435, -6.3450, 1.8901)  -0.486
H (0.8372, -3.8271, -6.4496)  0.270
H (1.8602, 5.5668, -1.8829)  0.312
H (-2.6453, 3.4281, -0.8688)  0.336
C (-0.8183, -0.3666, 0.9723)  0.591
O (-2.1553, -1.6410, 3.8285)  -0.583
O (1.8294, -4.2055, -3.9413)  -0.446
H (1.7995, 3.7887, 0.5809)  0.242
C (5.1650, 6.2437, 4.3920)  -0.327
H (1.2135, -5.9285, -1.9227)  0.288
C (-3.2519, -5.9745, 1.7490)  -0.524
C (-0.7263, -5.0514, 2.4064)  -0.420
H (-0.1816, -5.0384, -5.6724)  0.235
C (0.0893, 0.8925, 0.4600)  -0.526
H (-4.3189, -1.1660, 0.9555)  0.095
H (1.0621, 0.0890, 3.9198)  0.259
O (4.2419, 5.1564, 4.4491)  -0.404
H (-5.0887, 2.7606, -2.5598)  0.389
H (-1.0232, -2.4181, -0.2360)  -0.296
P (0.8357, 1.8060, 2.0150)  -0.281
H (4.9706, 6.9468, 5.2092)  0.301
H (-1.2924, 0.1101, -3.3061)  0.403
H (-0.5661, -0.4513, 2.1380)  0.340
H (-5.6105, -0.0356, -1.9340)  0.247
H (-0.5341, -4.4949, 0.2048)  -0.232
C (0.8138, -4.8611, -6.0874)  -0.986
H (-4.6326, -0.0210, 3.8660)  0.314
H (7.2785, 6.6728, 4.2916)  0.391
C (0.4292, -2.7192, 1.4771)  -0.364
C (1.8022, 0.5993, 3.1347)  -0.787
H (-3.4353, -4.9118, 2.2568)  -0.051
H (0.0643, -0.1906, -2.0594)  -0.109
O (2.3142, 4.6525, -1.8286)  -0.506
H (4.8678, 5.7971, 7.0821)  0.275
C (-2.9510, -2.0273, -2.3986)  -1.528
C (4.3362, 4.3047, 5.5881)  -0.081
H (-2.8391, -2.3130, 0.9521)  0.100
H (-0.0148, -2.5162, 2.5423)  0.162
H (-3.6293, -5.9594, 0.6380)  0.191
C (0.6300, -4.2628, -3.1695)  0.313
C (2.2125, 3.0213, 1.3617)  -0.197
H (-2.8654, -3.1237, -2.8519)  0.335
H (6.8077, 5.1329, 3.5333)  0.275
H (-2.1364, 1.5783, -4.6598)  0.233
H (0.7421, -3.5281, -2.3650)  -0.177
C (-2.1460, 2.8752, -1.8051)  -1.443
H (-0.5360, -5.6016, -1.9411)  0.283
C (-3.1960, -1.2492, 1.2679)  -0.132
H (2.5544, 1.2340, 3.8108)  0.272
H (2.5951, 3.6103, 2.3263)  0.204
C (3.5222, 2.1558, 0.8342)  -0.885
N (-2.3036, -0.1018, 0.7780)  0.341
H (4.0161, 1.5282, 1.7214)  0.276
C (-4.1716, 1.1675, -0.4635)  -0.085
H (1.6161, -2.6258, 1.4343)  0.353
H (-6.4076, 0.6716, -0.2394)  0.268
H (3.5618, 3.5394, 5.4708)  0.124
C (-3.0185, -0.9534, -1.4762)  -0.120
H (0.2396, -6.3989, -3.3146)  0.411
H (6.8903, 5.2664, 5.2890)  0.268
H (-4.2980, 2.2774, -0.0414)  0.213
H (4.4064, 2.8513, 0.4387)  0.321
H (-1.4489, -4.3417, 2.9906)  0.117
H (-3.7587, -0.1427, -4.3688)  0.193
H (-0.2224, -3.9305, -3.7721)  0.141
O (-0.5428, 1.9083, -0.3245)  -0.213
O (-4.4409, 3.5211, -2.5860)  -0.658
H (1.9190, -6.1282, -4.7166)  0.294
H (5.2944, 3.7747, 5.5848)  0.323
H (-5.0428, 0.9172, -4.4359)  0.281
C (-0.6308, 0.6539, -2.4713)  -0.006
C (-3.1967, 1.9190, -4.2278)  -0.836
C (1.7215, 3.8845, -2.9356)  -0.542
H (1.1316, -4.8923, 0.9912)  0.301
H (-1.5970, -7.2574, 2.6548)  0.374
H (3.1348, 5.5200, 6.9111)  0.316
H (3.2376, 1.3413, 0.0149)  0.197
H (4.1553, 4.3197, 7.7406)  0.387
C (1.6500, 2.2424, -2.6381)  0.360
H (-1.2745, -6.7676, 0.8603)  0.224
O (-4.5944, -0.9938, 3.6179)  -0.532
C (-1.5587, 1.4080, -1.3166)  0.555
C (6.6177, 5.8035, 4.3780)  -1.034
H (-3.6887, 2.4861, -5.1612)  0.380
H (-3.9382, -6.7666, 2.3179)  0.286
H (2.6030, 1.7988, -3.2027)  0.512
C (1.9069, -5.0879, -5.0579)  -0.309
C (0.3179, 1.6636, -3.3562)  -0.951
C (-5.4522, 0.5317, -0.9251)  -0.937
H (2.4103, -0.2274, 2.5728)  0.260
H (0.0988, -5.5304, 3.1179)  0.309
H (0.9456, -5.5353, -6.9399)  0.392
H (1.7778, 2.0342, -1.4994)  -0.721
C (4.1132, 5.0265, 6.9056)  -1.138
C (-2.6731, 0.4299, -0.5990)  2.461
H (-1.1708, 3.5465, -1.9887)  0.389
C (0.0975, -4.3312, 1.1765)  -0.182
H (1.0613, 0.5167, -0.1225)  0.282

Forces on atoms 1 to 2 (eV/Å):
1.7 -1.2 0.4
0.0 -0.2 0.0